(1)
{"formula": "C5H12O", "method": "ωB97M-V/def2-TZVPD", "symbols": ["H", "H", "C", "O", "H", "H", "H", "H", "H", "H", "C", "C", "H", "H", "H", "H", "C", "C"], "xyz": [[-0.49954, -2.08347, 0.03918], [-1.75205, 1.41599, 0.79650], [1.54468, -0.04581, -1.24657], [0.26724, 1.04706, 0.42782], [1.68394, 0.39785, -2.24065], [2.37216, 0.24940, -0.59790], [1.57857, -1.13860, -1.37216], [-0.73702, -2.28068, 1.78191], [-0.91983, -0.66160, -2.12667], [-1.27797, 1.07061, -1.95613], [-1.03067, 0.15283, -1.40273], [0.24051, 0.36489, -0.66249], [-0.65394, -0.64176, 1.22494], [-0.48311, 1.86294, 2.11218], [-1.87664, -0.08564, -0.74622], [0.82586, -1.69187, 1.16039], [-0.76812, 1.30793, 1.23308], [-0.26004, -1.66574, 1.02279]], "forces_ev_per_angstrom": [[-0.04, 0.15, 0.20], [0.10, 0.01, -0.02], [0.04, 0.07, 0.03], [0.24, -0.02, 0.06], [0.09, -0.06, 0.10], [-0.10, 0.01, -0.09], [-0.04, 0.17, 0.03], [0.09, -0.27, 0.06], [0.03, 0.19, 0.12], [-0.15, -0.07, 0.02], [-0.01, 0.03, 0.01], [-0.07, 0.05, -0.46], [0.10, -0.77, -0.19], [0.03, 0.07, -0.12], [0.20, 0.05, -0.05], [-0.19, 0.00, 0.05], [-0.25, 0.61, 0.01], [-0.08, -0.22, 0.23]], "total_charge": 0, "orbital_gap_ev": [8.0, 7.7], "lumo_ha": [0.0347, 0.0351], "homo_energy_ha": [-0.2577, -0.2466], "de_lowest_kcal_mol": 87.7, "e_tot_ha": -272.8088}

(2)
{"formula": "C5H12O", "method": "ωB97M-V/def2-TZVPD", "symbols": ["H", "H", "H", "H", "H", "H", "H", "O", "C", "H", "C", "C", "H", "H", "H", "H", "C", "C"], "xyz": [[3.52371, 0.81513, 0.66134], [2.18182, 0.42161, -1.36689], [2.36928, -0.07956, 1.66225], [0.19655, -0.83570, 0.14086], [-1.59244, 0.64116, 2.10429], [-1.39030, 1.48587, -0.16268], [-2.49419, -1.29698, -0.98592], [0.86194, -0.86620, -0.56335], [2.79753, -0.00452, 0.65613], [-3.05275, 0.22046, -1.72404], [1.71898, 0.24429, -0.39092], [-2.20406, -0.26924, -1.22950], [1.13628, 1.14925, -0.14803], [3.32924, -0.93971, 0.44360], [-1.36943, -0.30565, -1.93786], [-2.29791, -0.95199, 1.46851], [-1.88838, 0.03355, 1.25214], [-1.79730, 0.48644, 0.00188]], "forces_ev_per_angstrom": [[-0.07, -0.08, 0.00], [-0.01, -0.02, 0.10], [0.02, -0.01, -0.14], [0.14, -0.04, -0.19], [-0.01, -0.09, -0.17], [-0.09, -0.13, 0.04], [0.03, 0.17, -0.03], [-0.20, -0.13, 0.22], [0.01, -0.01, 0.06], [0.17, -0.05, 0.07], [0.22, 0.24, -0.07], [-0.01, -0.04, 0.03], [0.15, -0.18, 0.01], [-0.12, 0.19, -0.01], [-0.16, -0.01, 0.08], [0.07, 0.12, -0.05], [-0.06, 0.07, -0.15], [-0.07, 0.00, 0.19]], "total_charge": 0, "orbital_gap_ev": 11.0, "lumo_ha": 0.0394, "homo_energy_ha": -0.3646, "smiles": "C=CC.CCO", "de_lowest_kcal_mol": 26.9, "e_tot_ha": -272.9058}

(3)
{"formula": "C5H12O", "method": "ωB97M-V/def2-TZVPD", "symbols": ["C", "C", "H", "H", "H", "H", "H", "C", "C", "H", "C", "H", "O", "H", "H", "H", "H", "H"], "xyz": [[1.45772, -0.92903, 0.27178], [-1.95382, 0.68783, -1.05635], [-2.47824, 1.63410, -1.00530], [-2.78069, -0.32316, 1.09922], [-1.19664, 0.91406, -1.87208], [0.54164, 0.98374, 0.82704], [2.86465, 0.60350, -0.35819], [-1.89589, 0.22973, 0.71285], [2.50520, -0.37838, -0.68978], [2.07968, -0.25629, -1.69272], [0.28043, 0.01905, 0.35292], [1.90589, -1.09251, 1.26229], [-0.81196, -0.56778, 1.00972], [1.09367, -1.90499, -0.07229], [-1.83548, 1.19861, 1.23933], [-2.54112, -0.09137, -1.52922], [-0.21904, 0.30889, -0.60647], [3.36929, -1.04455, -0.76306]], "forces_ev_per_angstrom": [[-0.02, 0.03, -0.05], [-1.14, -0.26, 1.06], [-0.67, -0.03, -0.04], [0.19, 0.54, -0.99], [-0.05, -0.44, 1.68], [0.14, -0.21, 0.12], [-0.04, -0.15, -0.06], [-0.18, 0.58, -1.57], [0.09, 0.02, -0.06], [0.11, -0.02, 0.13], [0.24, 0.21, -0.41], [-0.19, 0.10, -0.16], [-0.01, -0.01, 0.06], [0.05, 0.15, 0.01], [0.01, -0.13, -0.28], [-0.54, 0.06, 0.08], [2.09, -0.53, 0.50], [-0.09, 0.09, -0.02]], "total_charge": 0, "orbital_gap_ev": 10.8, "lumo_ha": 0.0405, "homo_energy_ha": -0.3559, "smiles": "CCCOCC", "de_lowest_kcal_mol": 59.1, "e_tot_ha": -272.8545}

(4)
{"formula": "C5H12O", "method": "ωB97M-V/def2-TZVPD", "symbols": ["H", "C", "H", "H", "H", "H", "H", "H", "H", "C", "C", "C", "C", "O", "H", "H", "H", "H"], "xyz": [[-0.78467, 1.61764, 1.33307], [1.98809, 0.07058, -0.51764], [1.66755, 0.30546, -1.53971], [-2.93234, -0.76249, 0.00190], [-0.66731, -0.90522, -1.82049], [-1.51534, -1.83149, 0.02530], [-1.82881, -0.71354, 1.38505], [0.36833, -1.23851, -0.07760], [0.00720, 2.17388, -0.17280], [0.78438, -0.30818, 0.32263], [-1.87670, -0.81674, 0.29782], [-0.01571, 1.39524, 0.59114], [-1.17087, 0.30671, -0.39865], [-0.83305, 0.05520, -1.67247], [2.52219, 0.93759, -0.11368], [1.02073, -0.48992, 1.37474], [0.94202, 1.52939, 1.14895], [2.69309, -0.76770, -0.56854]], "forces_ev_per_angstrom": [[0.10, -0.05, -0.15], [0.01, 0.06, 0.00], [0.07, -0.04, 0.13], [0.17, 0.03, 0.03], [-0.02, 0.12, -0.02], [0.01, 0.14, 0.00], [0.00, -0.01, -0.14], [-0.03, 0.13, 0.04], [-0.02, -0.13, 0.11], [0.14, -0.20, 0.03], [-0.02, 0.01, 0.08], [0.11, 0.32, 0.16], [-0.21, -0.22, -0.02], [0.04, -0.14, 0.03], [-0.09, -0.13, -0.05], [-0.06, 0.08, -0.16], [-0.09, -0.09, -0.09], [-0.11, 0.12, 0.00]], "total_charge": 0, "orbital_gap_ev": 7.9, "lumo_ha": 0.0377, "homo_energy_ha": -0.2538, "de_lowest_kcal_mol": 138.3, "e_tot_ha": -272.7282}

(5)
{"formula": "C5H12O", "method": "ωB97M-V/def2-TZVPD", "symbols": ["H", "C", "C", "H", "H", "H", "H", "H", "H", "O", "H", "H", "C", "C", "H", "H", "C", "H"], "xyz": [[1.64398, 1.07663, -0.49035], [2.48133, 0.82016, 0.13932], [1.06837, -1.09632, 0.11059], [1.22429, -2.13373, 0.42704], [-0.29655, 0.30140, 1.17841], [1.21166, -1.08012, -0.99643], [2.62145, 1.52711, 0.95651], [-3.07815, 0.02548, 0.59147], [-0.66026, 0.43491, -1.29510], [2.13594, -0.38877, 0.73650], [-1.60692, -1.03736, -1.26497], [-2.12947, 1.47658, 0.41282], [-1.26012, -0.20442, -0.63095], [-0.36164, -0.61467, 0.53851], [3.36393, 0.79884, -0.51012], [-0.81507, -1.41485, 1.13687], [-2.45428, 0.58158, -0.11452], [-3.08851, 0.92756, -0.92561]], "forces_ev_per_angstrom": [[-0.26, 0.93, -0.28], [-0.48, 0.26, -0.03], [0.09, -0.06, 0.04], [-0.15, 0.15, -0.10], [0.31, -0.84, -0.27], [-0.27, 0.12, 0.55], [0.07, 0.34, -0.30], [0.12, -0.16, -0.14], [-0.18, -0.03, 0.07], [0.06, -1.19, 0.32], [0.24, 0.03, 0.37], [0.15, 0.09, 0.08], [0.01, 0.00, -0.07], [0.65, 0.22, -0.22], [0.14, -0.34, 0.23], [-0.08, 0.30, -0.05], [-0.26, 0.23, -0.06], [-0.17, -0.06, -0.14]], "total_charge": 0, "orbital_gap_ev": 10.7, "lumo_ha": 0.0418, "homo_energy_ha": -0.3503, "smiles": "CCCCOC", "de_lowest_kcal_mol": 25.8, "e_tot_ha": -272.9076}

(6)
{"formula": "C5H12O", "method": "ωB97M-V/def2-TZVPD", "symbols": ["C", "C", "H", "H", "H", "H", "H", "C", "H", "H", "O", "H", "C", "H", "H", "H", "H", "C"], "xyz": [[-0.57852, 1.00826, -1.33971], [1.93524, -0.60400, 2.31814], [2.27013, -1.44214, 2.93705], [1.41594, 0.11648, 2.95766], [-0.39251, -1.11281, -0.95778], [-1.32566, -0.23743, 0.27597], [1.47057, -1.89240, 0.62793], [-1.92903, 1.02279, -2.05064], [-2.74575, 1.19008, -1.33836], [0.08212, -1.48993, 1.65531], [0.71526, 0.01456, 0.38430], [-1.97246, 1.81887, -2.79992], [-0.44469, -0.16772, -0.38843], [2.81188, -0.10934, 1.88839], [-0.44073, 1.92809, -0.75856], [-2.12433, 0.07309, -2.56375], [0.24381, 0.96595, -2.06502], [1.00873, -1.08239, 1.21743]], "forces_ev_per_angstrom": [[0.03, 0.01, 0.03], [0.03, 0.00, 0.02], [-0.03, 0.10, -0.08], [0.09, -0.09, -0.09], [0.01, 0.12, 0.08], [0.11, 0.03, -0.13], [-0.06, 0.13, 0.07], [-0.06, 0.00, -0.03], [0.12, -0.04, -0.11], [0.10, 0.09, -0.07], [0.04, 0.06, 0.03], [0.00, -0.10, 0.10], [-0.21, -0.03, -0.17], [-0.11, -0.10, 0.05], [-0.04, -0.11, -0.10], [0.05, 0.14, 0.07], [-0.14, 0.02, 0.10], [0.06, -0.20, 0.20]], "total_charge": 0, "orbital_gap_ev": 10.9, "lumo_ha": 0.0438, "homo_energy_ha": -0.3577, "smiles": "CCCOCC", "de_lowest_kcal_mol": 12.6, "e_tot_ha": -272.9286}